114
Properties=species:S:1:pos:R:3:forces:R:3:lowdin_charge:R:1 method="wB97M-V/def2-TZVPD" energy_ha=-10095.18200 max_force_ev_per_a=0.74 multiplicity=2 total_charge=+2 homo_energy_ev="-13.061 / -13.071"
Fe -0.204 -0.073 0.110 0.227 0.009 -0.705 0.251
C 3.519 3.387 1.435 0.092 0.080 -0.124 -0.038
N 2.389 3.613 0.542 -0.145 -0.099 0.178 -0.063
C 2.491 4.842 -0.239 -0.017 0.010 0.024 -0.117
C 1.206 4.851 -1.032 -0.002 0.057 -0.077 -0.111
N 0.738 3.481 -0.920 0.032 -0.190 0.012 -0.080
C -0.638 3.307 -1.289 -0.327 0.144 0.183 -0.061
C 1.372 2.795 0.093 0.561 -0.130 -0.174 -0.303
N 1.099 1.555 0.437 -0.294 0.612 0.273 0.060
C 1.899 0.941 1.501 -0.141 0.063 -0.035 -0.226
C 2.617 -0.243 0.933 -0.023 -0.015 -0.002 -0.192
N 1.596 -1.216 0.520 0.069 -0.208 0.524 0.076
C 1.932 -2.450 0.731 0.240 -0.028 -0.332 -0.366
N 1.028 -3.544 0.636 -0.243 -0.029 0.059 -0.158
C 0.967 -4.013 -0.756 0.024 -0.010 -0.044 -0.065
C 1.604 -4.598 1.485 0.000 0.040 0.056 -0.144
C 3.108 -4.342 1.449 0.012 -0.042 -0.062 -0.115
N 3.167 -2.938 1.068 0.075 0.158 0.145 -0.072
C 4.475 -2.428 0.674 -0.047 -0.055 -0.089 -0.021
H 4.131 4.285 1.389 0.025 -0.024 0.006 0.097
H 4.145 2.549 1.124 0.004 0.013 0.015 0.098
H 3.210 3.265 2.470 0.005 0.027 0.044 0.087
H 3.376 4.815 -0.881 0.008 -0.043 -0.009 0.131
H 2.579 5.701 0.426 0.018 0.021 -0.036 0.131
H 1.359 5.114 -2.079 -0.047 0.031 -0.003 0.131
H 0.466 5.540 -0.612 -0.005 -0.019 0.036 0.130
H -0.771 3.582 -2.336 -0.021 0.040 0.130 0.083
H -1.282 3.959 -0.677 0.015 -0.020 0.002 0.105
H -0.940 2.282 -1.163 0.025 -0.059 0.027 0.027
H 1.226 0.587 2.275 -0.082 -0.030 0.107 0.078
H 2.599 1.592 1.992 -0.036 0.054 -0.044 0.068
H 3.268 -0.645 1.711 -0.051 -0.126 0.011 0.119
H 3.240 0.051 0.087 0.005 0.113 0.021 0.096
H 0.734 -3.183 -1.411 0.000 0.037 -0.038 0.036
H 0.188 -4.768 -0.845 -0.019 0.017 0.004 0.101
H 1.920 -4.444 -1.086 0.000 -0.015 0.000 0.107
H 1.335 -5.577 1.097 -0.035 -0.006 0.039 0.130
H 1.218 -4.511 2.501 -0.013 0.049 0.009 0.081
H 3.630 -4.955 0.708 -0.003 0.002 -0.001 0.124
H 3.583 -4.506 2.417 0.000 -0.014 -0.005 0.131
H 5.026 -3.251 0.216 0.015 0.010 0.006 0.099
H 5.052 -2.063 1.524 -0.010 0.011 0.006 0.099
H 4.382 -1.643 -0.068 0.019 -0.025 -0.036 0.073
F -3.022 -4.704 -4.531 0.017 0.029 0.025 0.172
C -2.302 -3.730 -4.009 -0.021 -0.036 -0.021 -0.120
C -1.487 -2.956 -4.818 -0.008 -0.013 -0.052 -0.121
F -1.432 -3.192 -6.117 0.002 0.015 0.040 0.165
C -0.734 -1.939 -4.254 0.004 -0.039 -0.058 -0.212
F 0.027 -1.223 -5.076 0.020 0.014 0.060 0.133
C -0.758 -1.666 -2.890 0.004 -0.102 -0.170 -0.303
P 0.189 -0.271 -2.194 0.172 -0.013 0.278 1.125
C 1.925 -0.571 -2.640 -0.003 0.000 -0.080 -0.327
C 2.839 0.443 -2.351 0.021 0.023 0.026 -0.132
C 4.187 0.285 -2.640 -0.029 -0.027 0.026 -0.067
C 4.641 -0.902 -3.197 0.001 0.010 -0.020 -0.063
C 3.742 -1.922 -3.473 -0.025 0.005 0.021 -0.055
C 2.390 -1.755 -3.205 0.017 -0.015 0.000 -0.080
C -0.404 1.051 -3.300 -0.003 -0.033 -0.097 -0.344
C 0.434 1.956 -3.938 -0.041 -0.065 -0.142 -0.077
C -0.106 2.961 -4.732 0.016 -0.063 -0.027 -0.064
C -1.478 3.062 -4.899 -0.009 0.005 -0.030 -0.062
C -2.319 2.150 -4.273 0.065 -0.019 0.026 -0.061
C -1.785 1.154 -3.472 0.008 0.048 -0.154 -0.116
C -1.598 -2.454 -2.107 -0.072 0.040 -0.053 -0.521
Br -1.738 -2.208 -0.251 0.041 -0.088 0.414 1.057
C -2.357 -3.474 -2.647 -0.009 -0.001 -0.113 -0.250
F -3.146 -4.227 -1.886 0.017 0.032 0.027 0.102
H 2.495 1.362 -1.889 0.002 0.007 -0.016 0.092
H 4.882 1.088 -2.429 0.004 0.006 0.002 0.114
H 5.690 -1.028 -3.428 0.009 -0.002 0.005 0.114
H 4.089 -2.847 -3.916 0.002 -0.003 -0.008 0.115
H 1.708 -2.559 -3.446 -0.023 -0.002 -0.009 0.101
H 1.507 1.874 -3.850 0.011 0.010 0.005 0.099
H 0.554 3.655 -5.237 0.004 0.003 -0.010 0.116
H -1.893 3.837 -5.531 0.000 0.006 -0.001 0.115
H -3.390 2.209 -4.420 -0.008 0.013 -0.006 0.114
H -2.444 0.447 -2.983 0.053 -0.025 -0.044 0.098
O -1.998 0.669 -0.459 -0.375 0.309 -0.070 -0.673
S -3.052 1.501 0.280 0.178 -0.072 0.005 1.044
C -4.107 2.171 -1.007 -0.183 0.121 -0.054 -0.291
C -5.516 2.066 -0.437 0.035 -0.056 0.049 -0.211
C -5.619 0.642 0.116 0.056 0.029 -0.027 -0.198
C -4.337 0.383 0.915 -0.207 -0.023 -0.126 -0.270
H -3.960 1.529 -1.876 -0.056 0.036 0.034 0.087
H -3.783 3.185 -1.238 0.009 -0.014 -0.038 0.100
H -6.264 2.279 -1.198 0.005 -0.014 -0.022 0.126
H -5.651 2.795 0.365 -0.017 0.008 -0.006 0.124
H -5.697 -0.069 -0.708 -0.002 0.011 -0.021 0.120
H -6.499 0.516 0.743 0.000 -0.024 0.009 0.122
H -3.934 -0.621 0.805 -0.003 -0.042 0.063 0.067
H -4.426 0.609 1.975 -0.019 0.013 -0.053 0.083
C -3.688 -1.987 4.598 0.048 0.015 0.059 0.002
N -2.449 -1.567 5.246 -0.207 -0.016 0.032 -0.108
C -2.401 -0.928 6.453 -0.031 -0.052 -0.104 0.006
C -1.106 -0.598 6.681 0.091 -0.023 -0.078 0.006
N -0.385 -1.043 5.606 0.137 0.068 0.117 -0.096
C 1.063 -0.887 5.468 -0.140 -0.002 -0.020 0.002
C -1.215 -1.626 4.718 0.054 -0.070 -0.058 -0.612
Se -0.712 -2.350 3.076 -0.031 0.019 0.130 1.030
H -4.264 -2.589 5.297 -0.004 -0.018 0.001 0.107
H -3.439 -2.572 3.720 -0.018 0.001 0.001 0.061
H -4.241 -1.098 4.305 0.018 -0.027 -0.013 0.094
H -3.281 -0.761 7.047 -0.014 -0.003 0.004 0.146
H -0.646 -0.094 7.511 0.013 -0.003 0.015 0.143
H 1.523 -1.065 6.437 0.018 0.016 -0.012 0.106
H 1.283 0.121 5.123 0.031 0.050 -0.016 0.083
H 1.424 -1.612 4.745 0.010 0.019 0.020 0.059
Cl 0.037 2.764 3.867 -0.006 -0.186 -0.097 0.615
C -1.308 2.393 2.734 0.217 0.198 0.121 -0.479
C -1.634 0.905 2.731 0.131 -0.195 -0.397 -0.745
O -2.609 0.521 3.363 0.021 0.001 0.282 0.013
O -0.881 0.129 2.024 0.022 -0.212 0.298 -0.260
H -1.005 2.728 1.746 0.097 0.006 0.078 0.039
H -2.167 2.948 3.095 -0.024 0.003 -0.052 0.083



150
Properties=species:S:1:pos:R:3:forces:R:3:lowdin_charge:R:1 method="wB97M-V/def2-TZVPD" energy_ha=-8158.41709 max_force_ev_per_a=5.41 e_above_lowest_ev=0.741 multiplicity=2 total_charge=+1 homo_energy_ev="-11.886 / -11.886"
C 0.183 4.835 -0.306 1.663 -0.774 1.658 -0.196
C 0.678 3.832 0.764 -1.313 0.436 0.731 -0.157
C 0.338 4.401 2.179 1.221 -0.756 0.172 -0.088
S -1.164 5.513 1.954 -1.328 1.449 1.570 0.883
O -0.885 6.883 2.358 0.285 -1.470 -0.920 -0.199
O -2.349 4.860 2.537 1.511 0.060 -1.027 -0.167
C -1.190 5.304 0.074 0.173 -0.610 -1.437 -0.108
H 0.281 4.245 -1.218 -0.723 0.482 -0.549 0.131
H 0.864 5.685 -0.331 0.075 -0.017 -0.226 0.127
H 1.730 3.565 0.655 0.084 0.312 0.295 0.123
H 0.110 2.903 0.718 -0.009 -0.090 -0.393 0.118
H 1.082 5.032 2.666 -0.105 0.516 -0.342 0.125
H 0.082 3.650 2.926 -0.389 -0.058 -0.190 0.087
H -1.383 6.241 -0.447 -0.762 0.064 0.587 0.134
H -1.921 4.501 -0.025 -0.398 0.344 0.005 0.116
C -0.820 1.353 5.147 1.453 -0.350 -0.555 -0.185
C 0.125 0.792 4.080 1.725 0.034 -0.229 -0.256
C 1.058 -0.270 4.694 -0.701 0.039 0.673 -0.199
S 1.448 0.350 6.393 0.472 0.968 -0.111 0.704
O 2.775 0.969 6.491 -1.538 -0.478 -0.604 -0.345
O 1.104 -0.637 7.380 -0.211 -0.022 -0.339 -0.316
C 0.145 1.705 6.319 0.343 -0.871 0.161 -0.182
H -1.536 0.545 5.298 -0.351 0.538 0.799 0.125
H -1.240 2.243 4.678 -0.606 -0.016 0.553 0.097
H 0.770 1.624 3.796 0.321 0.237 -0.247 0.088
H -0.273 0.422 3.135 -0.565 -0.084 0.268 0.102
H 1.931 -0.538 4.098 0.076 0.274 0.256 0.102
H 0.481 -1.171 4.902 0.073 -0.156 -0.031 0.082
H 0.800 2.563 6.166 -0.331 0.233 -0.540 0.087
H -0.276 1.845 7.315 -0.176 -0.398 -0.104 0.102
C -6.785 0.665 -3.472 1.161 0.494 0.155 -0.197
C -5.340 1.299 -3.471 -0.231 0.223 2.102 -0.162
C -4.868 1.192 -1.951 -0.179 -1.145 -0.672 -0.234
S -6.324 1.458 -0.913 -0.180 0.928 1.388 0.737
O -6.164 2.825 -0.308 -0.682 -2.486 -1.464 -0.385
O -6.596 0.332 -0.002 0.576 1.413 -1.363 -0.347
C -7.505 1.380 -2.358 0.545 1.284 1.188 -0.216
H -6.735 -0.400 -3.246 -0.047 -0.082 -0.416 0.119
H -7.319 0.901 -4.392 0.149 -0.452 -0.126 0.120
H -5.401 2.373 -3.647 -0.220 -0.061 -0.417 0.083
H -4.571 0.893 -4.128 -0.360 -0.266 -0.015 0.101
H -4.034 1.801 -1.602 -0.318 0.372 -0.269 0.084
H -4.586 0.164 -1.723 0.001 -0.176 -0.135 0.085
H -7.530 2.440 -2.611 -0.436 0.131 -0.094 0.092
H -8.494 1.043 -2.049 0.272 -0.172 0.052 0.113
C -3.096 -5.444 -2.412 -0.504 0.147 -0.942 -0.205
C -3.282 -4.030 -3.132 1.789 -1.207 0.208 -0.173
C -1.933 -3.915 -3.953 -1.420 -0.110 0.018 -0.224
S -1.728 -5.573 -4.723 1.879 -1.098 -1.020 0.731
O -0.300 -5.987 -4.662 -2.466 0.815 0.110 -0.366
O -2.377 -5.587 -6.058 0.698 0.262 2.571 -0.349
C -2.727 -6.507 -3.460 -0.371 1.213 -1.162 -0.202
H -4.058 -5.754 -2.006 0.214 0.117 0.511 0.111
H -2.316 -5.371 -1.653 -0.209 0.100 0.123 0.094
H -3.326 -3.310 -2.314 0.026 0.291 -0.307 0.095
H -4.176 -3.940 -3.749 0.101 -0.280 0.004 0.110
H -1.143 -3.623 -3.262 0.278 -0.540 -0.217 0.092
H -1.912 -3.268 -4.830 -0.281 0.214 0.156 0.085
H -2.229 -7.434 -3.177 0.184 0.388 0.159 0.107
H -3.648 -6.735 -3.996 0.101 -0.274 -0.159 0.096
C 2.035 -0.212 -1.659 -1.004 1.749 -0.782 0.001
C 2.320 -0.990 -0.358 -2.750 1.237 0.345 -0.468
C 1.006 -1.337 0.401 -1.754 -0.497 -3.720 -0.372
F 1.106 -1.982 1.505 1.303 -1.198 2.781 0.154
F 0.217 -0.265 0.629 0.324 1.535 0.213 0.089
F 2.938 -2.068 -0.749 1.094 -2.109 0.288 0.170
F 3.071 -0.312 0.539 0.739 0.494 -0.403 0.128
O 0.742 -0.458 -2.327 -0.894 0.156 0.860 0.002
C 0.094 0.693 -2.845 1.397 -2.040 1.778 -0.529
C -1.158 0.214 -3.583 -0.881 -1.216 -0.883 -0.283
F -2.000 -0.406 -2.738 -0.142 0.016 0.970 0.097
F -1.867 1.179 -4.193 0.363 0.900 0.282 0.103
F -0.151 1.607 -1.863 -0.497 -0.160 -0.093 0.124
F 0.959 1.247 -3.646 0.606 1.410 -1.677 0.189
H 2.772 -0.466 -2.421 0.288 0.059 0.394 0.155
H 2.025 0.857 -1.448 0.503 -0.247 0.127 0.104
H 0.386 -1.939 -0.263 0.231 -0.330 -0.444 0.159
H -0.957 -0.529 -4.355 0.868 0.092 0.008 0.177
C 5.115 2.945 -2.147 -0.150 -0.648 0.295 -0.047
C 3.705 3.512 -2.302 1.065 0.430 -0.172 -0.417
C 3.672 5.056 -1.919 -1.148 0.868 0.152 -0.215
F 3.725 5.222 -0.529 0.533 -0.531 -1.366 0.042
F 4.597 5.850 -2.542 -0.307 -1.177 0.916 0.095
F 3.219 3.328 -3.530 0.232 0.738 -1.007 0.143
F 2.793 2.809 -1.553 0.530 0.668 1.003 0.070
O 6.056 3.721 -2.906 0.420 -0.517 1.845 0.032
C 7.227 3.976 -2.177 -0.622 -0.136 -0.322 -0.507
C 8.028 4.928 -3.045 1.234 1.870 0.289 -0.299
F 9.330 5.003 -2.619 -0.805 -0.272 0.215 0.091
F 8.062 4.581 -4.322 -0.199 -0.918 -0.740 0.133
F 6.938 4.535 -0.953 0.181 -0.168 -0.954 0.124
F 7.942 2.871 -1.914 -0.442 -0.191 -0.055 0.170
H 5.209 1.895 -2.424 -0.477 0.014 -0.514 0.152
H 5.280 2.905 -1.070 0.440 0.574 0.104 0.146
H 2.727 5.514 -2.212 -0.312 -0.433 -0.104 0.156
H 7.607 5.934 -3.017 -0.157 0.049 0.406 0.173
C 5.255 -5.758 5.917 0.230 -1.490 0.018 -0.039
C 5.614 -7.296 5.618 0.560 0.158 0.608 -0.368
C 7.003 -7.351 4.863 -0.173 0.417 -1.852 -0.334
F 8.036 -6.767 5.485 -0.098 0.674 1.551 0.096
F 7.429 -8.570 4.560 -0.387 -1.833 0.423 0.107
F 5.654 -8.091 6.751 0.572 1.443 -0.219 0.092
F 4.632 -7.911 4.917 0.507 0.599 -0.755 0.107
O 5.270 -4.965 4.731 -0.270 -0.604 -1.952 -0.019
C 4.046 -4.707 4.033 2.848 -1.453 2.020 -0.438
C 4.397 -3.900 2.689 2.375 -1.421 1.833 -0.304
F 5.133 -4.674 1.862 -0.636 -0.794 -0.463 0.098
F 3.308 -3.469 2.134 -1.936 0.359 -1.146 0.130
F 3.316 -5.882 3.988 0.512 2.017 -0.823 0.121
F 3.474 -3.877 4.884 -2.384 1.166 -0.008 0.151
H 6.040 -5.321 6.534 -0.019 -0.265 0.042 0.144
H 4.324 -5.754 6.482 -0.171 0.186 -0.234 0.140
H 6.996 -6.865 3.887 -1.049 0.498 0.030 0.163
H 5.096 -3.080 2.852 -0.436 0.323 0.980 0.175
C -0.713 -5.416 3.402 -1.536 0.151 -0.115 -0.064
C -0.808 -4.811 4.845 0.819 -0.598 -0.337 -0.409
C 0.245 -5.434 5.789 0.358 2.249 0.066 -0.327
F 0.147 -4.801 7.006 -0.267 -0.771 -0.297 0.082
F 0.063 -6.723 5.861 -0.594 -1.801 0.633 0.148
F -0.545 -3.483 4.831 0.148 0.378 -0.448 0.103
F -2.081 -4.920 5.334 0.855 -0.463 -0.576 0.125
O 0.599 -5.490 2.862 0.037 -0.136 -2.170 0.002
C 0.705 -6.032 1.509 -0.253 -1.913 1.727 -0.403
C 0.557 -5.037 0.302 1.747 -0.300 0.682 -0.288
F 0.687 -5.676 -0.900 0.089 0.437 1.251 0.106
F -0.610 -4.395 0.297 -1.041 0.016 0.264 0.100
F 1.924 -6.654 1.554 -1.013 1.333 -0.759 0.134
F -0.193 -7.050 1.269 0.295 0.980 0.636 0.118
H -1.361 -4.788 2.791 0.026 0.284 -0.092 0.135
H -1.169 -6.405 3.354 0.030 -0.054 0.560 0.143
H 1.268 -5.260 5.456 -0.083 0.244 -0.370 0.149
H 1.325 -4.290 0.504 0.397 0.028 -0.738 0.141
C -5.270 6.350 -2.955 0.007 1.352 1.217 -0.045
C -6.122 7.139 -3.985 2.031 -1.671 2.926 -0.411
C -6.255 6.230 -5.231 -3.154 3.509 -2.648 -0.326
F -5.143 6.165 -5.987 0.675 -0.759 0.889 0.109
F -6.876 5.068 -5.022 1.011 -1.260 1.194 0.111
F -7.283 7.492 -3.338 0.376 -0.809 -1.377 0.116
F -5.432 8.284 -4.163 -0.434 -0.068 -1.231 0.138
O -3.896 6.298 -3.417 -0.471 -0.863 0.105 0.022
C -3.381 5.010 -3.475 1.313 4.770 -1.336 -0.594
C -2.095 5.088 -4.394 -1.434 2.300 -0.073 -0.354
F -1.101 5.905 -4.047 0.572 0.993 1.358 0.109
F -1.601 3.914 -4.475 1.398 -3.716 -0.128 0.153
F -3.316 4.570 -2.232 0.670 -1.511 0.910 0.173
F -4.139 4.290 -4.227 -2.071 -2.653 -0.662 0.184
H -5.745 5.449 -2.566 0.321 -0.577 -0.805 0.144
H -5.243 6.953 -2.047 -0.031 0.395 -0.109 0.142
H -6.977 6.708 -5.892 -0.050 0.639 -0.104 0.168
H -2.398 5.440 -5.380 -0.638 -0.061 0.013 0.177